Record 1
100
Properties=species:S:1:pos:R:3 method="wB97M-V/def2-TZVPD" orbital_gap_ev=6.9 lumo_energy_ev=1.836 charge=-1 total_energy_ha=-4524.36458
C -1.21 -1.37 -3.85
C -1.48 0.14 -4.03
Al -2.91 0.76 -2.77
P -4.96 -0.28 -3.58
O -6.15 0.60 -3.71
O -5.36 -1.51 -2.57
O -4.70 -1.14 -4.94
H -0.15 -1.61 -3.75
H -1.68 -1.78 -2.95
H -1.60 -1.94 -4.69
H -1.78 0.33 -5.06
H -0.57 0.70 -3.84
H -3.06 2.37 -2.68
H -2.63 0.11 -1.31
H -4.59 -2.08 -2.55
H -5.45 -1.71 -5.11
C -8.46 -6.41 -4.47
C -7.40 -6.77 -3.46
O -6.08 -6.75 -4.05
C -5.53 -5.55 -4.18
O -6.01 -4.50 -3.88
C -4.09 -5.69 -4.74
F -4.05 -6.53 -5.77
F -3.29 -6.17 -3.78
F -3.64 -4.51 -5.12
H -8.41 -7.07 -5.34
H -9.45 -6.51 -4.02
H -8.35 -5.38 -4.81
H -7.52 -7.79 -3.11
H -7.42 -6.10 -2.60
C 1.52 2.94 2.78
C 1.73 1.47 2.52
O 1.09 1.06 1.29
C 1.78 1.36 0.21
O 2.85 1.88 0.17
C 1.04 0.91 -1.07
F -0.23 1.25 -1.06
F 1.14 -0.42 -1.21
F 1.66 1.49 -2.10
H 0.45 3.17 2.81
H 1.95 3.21 3.75
H 1.98 3.55 2.01
H 1.28 0.86 3.30
H 2.79 1.22 2.44
C 5.24 3.51 8.32
C 5.70 2.07 8.31
O 4.77 1.27 7.52
C 5.00 1.39 6.23
O 5.88 2.01 5.70
C 3.97 0.61 5.38
F 2.72 0.82 5.78
F 4.21 -0.70 5.42
F 4.10 1.03 4.13
H 4.24 3.59 8.74
H 5.92 4.12 8.91
H 5.21 3.90 7.31
H 5.71 1.63 9.30
H 6.69 1.97 7.87
C -7.47 -3.02 -0.54
C -6.62 -3.98 0.24
O -7.32 -4.52 1.41
C -8.13 -5.51 1.17
O -8.36 -6.07 0.14
C -8.77 -5.98 2.50
F -9.21 -4.95 3.23
F -7.87 -6.65 3.23
F -9.80 -6.79 2.26
H -7.82 -2.20 0.09
H -6.88 -2.60 -1.35
H -8.35 -3.52 -0.96
H -5.74 -3.48 0.66
H -6.28 -4.81 -0.36
C 5.42 2.10 1.54
C 5.33 3.54 1.11
O 4.66 4.35 2.12
C 5.39 4.75 3.14
O 6.56 4.59 3.34
C 4.48 5.55 4.11
F 3.33 4.90 4.31
F 4.21 6.76 3.60
F 5.07 5.71 5.29
H 4.42 1.71 1.77
H 5.84 1.50 0.74
H 6.04 1.99 2.43
H 4.71 3.65 0.23
H 6.31 3.97 0.91
C 4.33 2.49 -3.21
C 5.79 2.37 -3.56
O 6.40 3.68 -3.79
C 6.77 4.34 -2.71
O 6.70 4.00 -1.57
C 7.41 5.68 -3.13
F 6.68 6.31 -4.06
F 8.63 5.45 -3.64
F 7.54 6.48 -2.08
H 3.79 3.03 -3.98
H 3.90 1.49 -3.12
H 4.19 3.00 -2.26
H 5.93 1.85 -4.51
H 6.36 1.85 -2.79


Record 2
21
Properties=species:S:1:pos:R:3 method="wB97M-V/def2-TZVPD" orbital_gap_ev=9.8 lumo_energy_ev=-3.602 smiles="CC1=[N+](C)[C@@H](C)CN1" charge=+1 de_lowest_kj_mol=132.0 total_energy_ha=-345.64574
C -2.55 -0.08 -0.30
C -1.24 0.39 -0.20
N -0.06 -0.50 0.07
C -0.15 -1.89 0.05
C 1.13 0.27 0.44
C 2.15 0.18 -0.65
C 0.52 1.77 0.50
N -0.83 1.59 0.07
H -2.72 -1.08 -0.79
H -3.04 0.78 -0.79
H -2.93 -0.23 0.71
H 0.56 -2.30 0.77
H 0.26 -2.18 -0.86
H -1.15 -2.31 0.24
H 1.43 -0.02 1.50
H 2.07 -0.85 -0.82
H 3.19 0.33 -0.44
H 1.72 0.75 -1.42
H 0.53 2.19 1.45
H 1.10 2.24 -0.21
H -1.46 2.32 0.16


Record 3
13
Properties=species:S:1:pos:R:3 method="wB97M-V/def2-TZVPD" orbital_gap_ev="8.7 / 8.7" lumo_energy_ev="-0.345 / -0.345" de_lowest_kj_mol=303.2 total_energy_ha=-1255.94006
C 0.30 1.19 -1.59
C -0.63 0.81 -0.92
N -1.49 0.15 -0.24
N -1.20 -0.51 0.79
N 0.05 -0.78 1.04
C 1.16 -0.83 0.45
N 2.25 -0.26 0.98
Cl 1.34 -2.01 -0.83
H 0.84 1.54 -2.44
H 3.22 -0.34 0.60
H 2.04 0.44 1.65
Cl -4.43 -0.05 0.25
H -3.45 0.65 0.27


Record 4
8
Properties=species:S:1:pos:R:3 method="wB97M-V/def2-TZVPD" orbital_gap_ev="3.4 / 8.0" s_squared=9.20 lumo_energy_ev="-17.470 / -17.682" charge=+3 total_energy_ha=-1174.94817 spin_multiplicity=6
O -0.23 -0.60 0.38
C 1.29 0.85 -0.46
C -0.03 0.52 -0.27
H 2.07 0.10 -0.36
H 1.55 1.87 -0.76
H -0.89 1.19 -0.38
Ho -2.22 -3.05 1.33
O -1.54 -0.89 0.51


Record 5
46
Properties=species:S:1:pos:R:3 method="wB97M-V/def2-TZVPD" orbital_gap_ev=7.9 lumo_energy_ev=7.130 charge=-4 de_lowest_kj_mol=674.3 total_energy_ha=-7358.85863
K -9.75 -9.59 4.88
N -12.39 -10.78 0.72
S -12.64 -10.27 2.10
O -11.74 -10.81 3.12
O -13.80 -9.50 2.44
F -11.64 -8.99 1.76
S -13.53 -12.06 0.83
O -14.64 -11.83 -0.11
O -13.85 -12.72 2.11
F -12.70 -13.27 0.06
N -11.93 -9.42 6.28
S -11.34 -8.61 7.73
O -9.90 -8.75 8.03
O -12.23 -8.28 8.80
F -11.39 -7.25 6.90
S -12.34 -10.64 7.02
O -13.53 -10.60 7.85
O -11.23 -11.54 7.32
F -13.00 -11.25 5.64
N -8.80 -14.47 4.49
S -10.21 -13.69 3.97
O -11.29 -13.53 5.00
O -10.61 -13.86 2.62
F -9.55 -12.25 4.00
S -9.37 -15.88 4.24
O -9.01 -16.44 2.93
O -10.56 -16.30 4.96
F -8.10 -16.50 5.13
N -8.46 -9.88 -0.08
S -8.79 -8.20 -0.31
O -7.81 -7.24 0.16
O -10.19 -7.94 -0.20
F -8.60 -8.22 -1.85
S -7.83 -9.66 1.26
O -8.60 -9.26 2.42
O -6.42 -9.35 1.31
F -7.70 -11.25 1.55
N -6.57 -5.99 7.09
S -4.95 -6.56 7.06
O -3.99 -5.59 6.44
O -4.72 -8.04 6.95
F -4.73 -6.25 8.66
S -6.88 -6.56 5.70
O -7.57 -7.86 5.55
O -6.07 -6.01 4.63
F -8.20 -5.58 5.63


Record 6
61
Properties=species:S:1:pos:R:3 method="wB97M-V/def2-TZVPD" orbital_gap_ev="7.4 / 7.4" s_squared=8.76 lumo_energy_ev="-6.380 / -6.381" charge=+2 total_energy_ha=-4709.42820 spin_multiplicity=6
Mn 2.90 0.43 -0.93
Hg -3.78 0.00 0.40
Cl 3.05 2.82 1.65
O 1.86 2.64 2.41
O 3.31 1.54 0.94
O 2.88 3.84 0.65
O 4.20 3.09 2.44
O -1.52 0.19 0.31
P -0.11 -0.16 0.60
O 1.00 0.38 -0.22
F -0.01 -1.71 0.57
F 0.17 0.15 2.07
N 3.45 -1.38 0.08
C 4.09 -2.40 -0.54
C 4.58 -3.51 0.09
C 4.26 -3.67 1.44
C 3.55 -2.68 2.09
C 3.19 -1.56 1.38
H 4.16 -2.25 -1.61
H 5.12 -4.29 -0.42
H 4.50 -4.59 1.97
H 3.27 -2.83 3.13
H 2.66 -0.76 1.88
N 2.60 2.25 -1.98
C 1.38 2.63 -2.41
C 1.16 3.85 -3.00
C 2.23 4.71 -3.24
C 3.48 4.32 -2.81
C 3.59 3.12 -2.13
H 0.58 1.93 -2.24
H 0.19 4.09 -3.42
H 2.06 5.68 -3.69
H 4.36 4.90 -3.03
H 4.58 2.84 -1.76
N -3.81 1.91 1.37
C -4.72 2.85 1.08
C -4.70 4.11 1.62
C -3.69 4.45 2.51
C -2.73 3.49 2.79
C -2.84 2.24 2.23
H -5.44 2.66 0.29
H -5.45 4.83 1.29
H -3.63 5.43 2.97
H -1.99 3.66 3.55
H -2.09 1.48 2.43
N -4.05 -1.87 -0.58
C -3.05 -2.33 -1.36
C -3.14 -3.48 -2.09
C -4.29 -4.26 -2.00
C -5.35 -3.76 -1.26
C -5.19 -2.57 -0.58
H -2.13 -1.76 -1.39
H -2.30 -3.81 -2.69
H -4.42 -5.15 -2.60
H -6.29 -4.29 -1.21
H -6.02 -2.24 0.05
C 0.89 -4.89 0.54
Cl -0.51 -5.56 1.39
Cl 2.14 -6.12 0.28
H 0.54 -4.54 -0.43
H 1.30 -4.08 1.13


Record 7
47
Properties=species:S:1:pos:R:3 method="wB97M-V/def2-TZVPD" orbital_gap_ev=5.9 lumo_energy_ev=0.383 total_energy_ha=-2502.58281
Ni -0.01 0.20 0.58
C -0.63 -2.38 -0.78
C -2.09 -2.00 -0.55
C -2.37 -1.24 0.72
C -3.17 -1.80 1.66
C -3.46 -1.06 2.88
C -2.85 0.11 3.11
C -1.85 0.67 2.14
N -1.85 0.02 0.80
N 0.27 -1.26 -1.10
C 1.68 -1.64 -1.03
C 2.53 -0.82 -0.08
C 3.89 -1.06 0.01
C 4.66 -0.30 0.86
C 4.04 0.68 1.62
C 2.68 0.85 1.50
N 1.93 0.11 0.66
C -0.03 -0.65 -2.40
C 0.51 0.75 -2.47
C 1.19 1.25 -3.57
C 1.61 2.57 -3.55
C 1.34 3.35 -2.43
C 0.67 2.75 -1.37
N 0.27 1.49 -1.39
H -0.56 -3.14 -1.58
H -0.25 -2.84 0.14
H -2.65 -2.93 -0.53
H -2.48 -1.43 -1.40
H -3.64 -2.77 1.49
H -4.17 -1.46 3.58
H -3.05 0.68 4.01
H -2.07 1.73 1.97
H 2.14 -1.58 -2.02
H 1.76 -2.69 -0.73
H 4.34 -1.84 -0.60
H 5.73 -0.48 0.94
H 4.60 1.30 2.31
H 2.14 1.57 2.09
H -1.11 -0.59 -2.50
H 0.35 -1.26 -3.23
H 1.38 0.62 -4.43
H 2.14 3.00 -4.40
H 1.65 4.38 -2.37
H 0.44 3.31 -0.47
C -0.36 0.54 2.42
H -0.11 -0.36 3.00
H 0.12 1.42 2.86


Record 8
8
Properties=species:S:1:pos:R:3 method="wB97M-V/def2-TZVPD" orbital_gap_ev=10.1 lumo_energy_ev=-0.162 smiles="O=C/C=C/Br" de_lowest_kj_mol=70.7 total_energy_ha=-2765.30559
O 1.14 1.98 -0.39
C 0.30 1.13 -0.48
C 0.45 -0.32 -0.21
C -0.41 -0.79 0.61
Br -0.79 -2.63 0.91
H -0.76 1.55 -0.78
H 1.38 -0.82 -0.53
H -1.30 -0.09 0.87


Record 9
22
Properties=species:S:1:pos:R:3 method="wB97M-V/def2-TZVPD" orbital_gap_ev=7.4 lumo_energy_ev=-4.315 charge=+1 de_lowest_kj_mol=308.5 total_energy_ha=-1009.57271
N -2.96 1.34 -0.37
C -1.95 1.70 -1.18
O -1.90 1.19 -2.34
C -0.65 0.61 -2.75
N 0.18 0.13 -1.97
N 0.13 0.28 -0.60
C 1.03 -0.37 0.05
C 2.20 -1.05 -0.45
C 3.03 -1.80 0.27
C 2.81 -1.90 1.65
Cl 3.61 -3.30 2.35
C 1.79 -1.20 2.26
C 0.86 -0.35 1.52
H -3.48 0.61 -0.65
H -3.41 1.95 0.26
H -1.47 2.73 -0.92
H -0.62 0.47 -3.90
H 2.28 -1.04 -1.57
H 3.88 -2.34 -0.10
H 1.64 -1.32 3.35
H 0.86 0.61 1.94
H -0.17 -0.51 1.71


Record 10
139
Properties=species:S:1:pos:R:3 method="wB97M-V/def2-TZVPD" orbital_gap_ev=4.0 lumo_energy_ev=3.507 charge=-2 de_lowest_kj_mol=6.3 total_energy_ha=-4320.60320
Ca 0.87 -0.76 1.44
O -0.29 -4.77 1.72
C 0.36 -3.80 2.09
O 0.69 -2.81 1.35
C 0.88 -3.78 3.53
C 1.41 -5.00 3.96
C 1.95 -5.15 5.23
C 1.92 -4.06 6.10
C 1.37 -2.86 5.68
C 0.85 -2.67 4.39
S 0.15 -1.09 4.02
H 1.39 -5.83 3.27
H 2.38 -6.09 5.54
H 2.33 -4.15 7.10
H 1.34 -2.01 6.36
C -3.64 -3.89 -0.93
C -2.57 -4.32 -1.93
C -1.94 -5.61 -1.40
C -3.24 -4.57 -3.28
P -1.24 -2.97 -1.86
C -2.12 -1.64 -2.79
C -2.73 -0.69 -1.97
C -3.49 0.33 -2.50
C -3.63 0.45 -3.88
C -3.01 -0.47 -4.71
C -2.27 -1.51 -4.17
C 0.26 -3.48 -2.87
C 0.09 -4.24 -4.18
C 1.14 -4.31 -1.93
C 1.01 -2.16 -3.14
H -4.39 -4.68 -0.85
H -4.15 -2.97 -1.26
H -3.21 -3.70 0.06
H -2.74 -6.34 -1.19
H -1.39 -5.44 -0.47
H -1.27 -6.07 -2.13
H -3.97 -5.37 -3.17
H -2.53 -4.87 -4.05
H -3.76 -3.68 -3.63
H -2.58 -0.77 -0.90
H -3.95 1.07 -1.85
H -4.21 1.27 -4.30
H -3.09 -0.37 -5.79
H -1.80 -2.21 -4.84
H -0.41 -5.20 -4.03
H 1.08 -4.46 -4.59
H -0.46 -3.68 -4.94
H 0.78 -5.33 -1.82
H 1.18 -3.87 -0.93
H 2.16 -4.35 -2.33
H 0.43 -1.46 -3.74
H 1.95 -2.39 -3.65
H 1.25 -1.65 -2.21
C -6.26 -1.32 2.79
N -4.90 -1.64 2.47
C -4.07 -2.51 3.15
C -2.87 -2.45 2.52
N -2.93 -1.57 1.47
C -4.15 -1.10 1.48
H -6.61 -1.99 3.57
H -6.90 -1.44 1.92
H -6.36 -0.29 3.16
H -4.41 -3.06 4.01
H -1.97 -3.00 2.74
H -4.57 -0.41 0.76
C -2.60 1.87 0.84
C -1.54 2.25 1.81
N -0.50 1.52 2.08
C 0.22 2.21 3.04
C -0.42 3.36 3.35
N -1.57 3.38 2.57
C -2.56 4.41 2.55
N -2.08 5.68 2.07
N -1.95 6.71 2.93
N -1.53 7.75 2.31
C -1.37 7.42 0.98
C -0.94 8.19 -0.11
C -0.89 7.57 -1.33
C -1.24 6.21 -1.49
C -1.65 5.44 -0.43
C -1.72 6.08 0.82
H -2.28 0.95 0.35
H -2.77 2.63 0.08
H -3.55 1.67 1.35
H 1.14 1.82 3.44
H -0.18 4.16 4.03
H -2.94 4.60 3.55
H -3.38 4.07 1.91
H -0.65 9.22 0.02
H -0.54 8.12 -2.20
H -1.15 5.75 -2.46
H -1.87 4.38 -0.55
C 0.30 1.18 -5.26
Si 0.96 1.79 -3.56
C 2.77 1.21 -3.57
C 0.98 3.68 -3.84
C 0.11 1.30 -2.10
H 0.88 1.57 -6.11
H -0.74 1.48 -5.38
H 0.33 0.09 -5.31
H 3.32 1.61 -4.43
H 2.82 0.12 -3.62
H 3.26 1.53 -2.65
H 1.14 3.96 -4.88
H 1.75 4.15 -3.23
H 0.02 4.10 -3.52
H -0.76 1.81 -1.70
H 0.50 0.47 -1.50
C 5.91 3.62 2.89
C 4.70 3.10 2.15
C 3.77 3.98 1.62
C 2.66 3.47 0.94
C 1.60 4.37 0.37
C 2.52 2.11 0.79
C 3.43 1.16 1.32
C 4.53 1.73 2.02
N 3.12 -0.16 1.19
C 4.10 -1.24 1.13
C 4.04 -2.08 2.41
C 3.67 -2.12 -0.06
C 5.58 -0.88 0.86
H 5.82 4.69 3.08
H 6.82 3.47 2.30
H 6.04 3.11 3.84
H 3.90 5.06 1.72
H 2.02 5.34 0.08
H 0.83 4.56 1.12
H 1.14 3.90 -0.50
H 1.70 1.75 0.17
H 5.24 1.10 2.53
H 3.06 -2.56 2.53
H 4.20 -1.44 3.28
H 4.80 -2.87 2.41
H 2.65 -2.49 0.07
H 4.32 -2.98 -0.18
H 3.70 -1.52 -0.98
H 6.09 -0.52 1.75
H 5.67 -0.13 0.07
H 6.09 -1.79 0.54


Record 11
26
Properties=species:S:1:pos:R:3 method="wB97M-V/def2-TZVPD" orbital_gap_ev=9.3 lumo_energy_ev=0.922 smiles=[PH2]#P(c1ccccc1)c1ccccc1 de_lowest_kj_mol=0.0 total_energy_ha=-1147.15346
P -2.36 -1.60 1.38
P -0.32 -1.03 1.82
C 0.42 -1.67 0.28
C 1.18 -2.83 0.38
C 1.77 -3.38 -0.75
C 1.61 -2.77 -1.98
C 0.86 -1.61 -2.08
C 0.26 -1.06 -0.96
C -0.44 0.92 1.31
C 0.77 1.57 1.19
C 0.79 2.91 0.83
C -0.40 3.58 0.61
C -1.61 2.92 0.75
C -1.64 1.58 1.11
H -2.08 -2.94 1.62
H -2.77 -1.40 2.70
H 1.31 -3.30 1.34
H 2.36 -4.29 -0.67
H 2.07 -3.19 -2.86
H 0.74 -1.13 -3.04
H -0.33 -0.16 -1.04
H 1.69 1.03 1.35
H 1.74 3.42 0.72
H -0.38 4.62 0.32
H -2.53 3.45 0.58
H -2.58 1.07 1.21


Record 12
6
Properties=species:S:1:pos:R:3 method="wB97M-V/def2-TZVPD" orbital_gap_ev=10.3 lumo_energy_ev=-0.299 smiles=C#N.OCl de_lowest_kj_mol=279.6 total_energy_ha=-629.39423
C -1.07 1.97 0.49
N 0.06 1.78 0.45
H -2.12 2.02 0.58
O 0.48 -1.85 -0.74
Cl 2.03 -2.71 -0.77
H 0.62 -1.22 -0.01


Copy entry 3 word for word.
13
Properties=species:S:1:pos:R:3 method="wB97M-V/def2-TZVPD" orbital_gap_ev="8.7 / 8.7" lumo_energy_ev="-0.345 / -0.345" de_lowest_kj_mol=303.2 total_energy_ha=-1255.94006
C 0.30 1.19 -1.59
C -0.63 0.81 -0.92
N -1.49 0.15 -0.24
N -1.20 -0.51 0.79
N 0.05 -0.78 1.04
C 1.16 -0.83 0.45
N 2.25 -0.26 0.98
Cl 1.34 -2.01 -0.83
H 0.84 1.54 -2.44
H 3.22 -0.34 0.60
H 2.04 0.44 1.65
Cl -4.43 -0.05 0.25
H -3.45 0.65 0.27